(1)
Below is C19H23CrN7O3S4 as an isolated structure, with properties calculated with the ωB97M-V functional and the def2-TZVPD basis.

The geometry in XYZ format:
```
57
Properties=species:S:1:pos:R:3:forces:R:3:mulliken_charge:R:1
Cr 7.8673 9.4539 10.9340 1.7 -0.3 -0.2 -0.58
C 5.7522 11.4028 15.1945 0.2 -0.4 0.0 -0.62
O 6.8621 10.5376 15.4551 0.3 1.0 0.3 -0.46
C 6.7448 9.2642 15.0336 -1.6 -2.1 -0.4 -0.06
C 6.0936 8.3540 15.9090 1.8 0.2 -1.5 -0.10
C 5.9336 6.9861 15.5658 -0.9 1.4 -0.8 -1.03
C 6.2086 6.6190 14.2685 0.7 -1.0 -0.6 -0.59
C 6.9434 7.4602 13.3898 -0.9 0.3 0.0 1.06
C 7.6695 6.8279 12.3114 1.4 0.1 -1.3 -0.88
N 8.5714 7.5770 11.6808 -2.7 0.1 1.2 1.00
N 9.8089 7.2307 11.3455 1.4 -1.1 -1.1 -0.98
C 10.5110 8.3464 11.1222 -2.4 1.3 1.7 0.46
O 9.9395 9.5060 11.2313 1.1 -0.5 -1.1 -0.56
C 11.9659 8.2657 10.9284 -0.2 -1.4 0.2 0.01
C 12.5729 7.0141 10.8767 0.6 -0.7 -0.7 -0.35
C 13.8800 6.8957 10.4281 0.4 0.4 0.3 -0.50
C 14.6045 8.0481 10.0456 0.1 -0.7 0.1 -0.26
C 14.0567 9.3056 10.2507 -0.4 -0.7 0.6 -0.63
C 12.7548 9.3644 10.7833 0.6 2.1 -1.0 -0.15
C 7.1051 8.8668 13.6920 0.4 1.0 -0.5 0.58
O 7.5402 9.7812 12.8245 -1.0 -1.2 1.9 -0.12
H 5.9979 12.3577 15.6809 -0.4 -0.4 -0.1 0.22
H 4.8205 10.9200 15.5403 0.2 0.4 0.3 0.32
H 5.6403 11.5709 14.1340 0.2 0.1 -0.5 0.17
H 5.8699 8.8220 16.8415 -0.4 -0.3 0.8 0.44
H 5.3695 6.2945 16.1427 -0.2 -0.3 0.8 0.37
H 5.9489 5.5742 13.9076 0.6 1.3 0.6 0.22
H 7.5437 5.7111 12.1717 0.7 1.0 0.4 0.07
H 12.0147 6.1121 11.1002 -0.1 0.2 0.1 0.44
H 14.3789 5.9182 10.4541 -0.3 0.4 -0.3 0.33
H 15.6030 7.8971 9.6320 -0.2 0.3 0.1 0.34
H 14.6118 10.2192 10.0521 -0.1 -0.2 0.0 0.38
H 12.3235 10.3454 10.9695 -0.2 -0.2 -0.1 0.43
S 9.1013 12.4203 9.9065 -0.1 -0.3 -0.2 -0.19
S 9.0097 13.8514 11.6133 -0.4 -0.1 -0.1 -0.13
S 7.1033 13.6453 11.9352 0.0 1.0 1.1 -0.34
S 7.2638 11.6698 10.0954 0.5 -0.8 -0.7 -0.33
C 9.1577 7.4184 6.5551 0.0 0.1 -0.4 -1.08
N 7.8009 7.5605 7.0064 -1.3 -1.5 -3.3 0.08
C 6.7623 7.1397 5.9894 1.5 1.3 0.0 -1.26
C 7.4799 8.0933 8.1802 2.1 2.2 2.9 0.77
N 8.2960 8.7727 8.9663 -2.2 -1.0 -0.1 -0.01
N 6.2012 7.8206 8.5758 -0.1 -0.2 -0.8 -0.09
C 5.5719 7.9921 9.7740 1.8 2.2 0.9 0.44
N 4.5466 7.1828 9.9358 -2.7 -2.3 -0.1 -0.42
N 5.9726 8.8739 10.6209 0.1 -0.1 0.8 -0.14
H 9.3806 8.1775 5.7567 0.2 -0.5 0.9 0.29
H 9.2620 6.4112 6.1018 0.2 0.5 0.3 0.37
H 9.7817 7.5004 7.4536 0.3 0.0 -0.7 0.35
H 7.1509 7.3735 4.9745 -0.1 0.0 0.7 0.37
H 5.8438 7.7055 6.0947 -0.1 0.1 0.1 0.46
H 6.5467 6.0875 5.9784 0.0 -0.7 0.3 0.33
H 9.2445 8.9229 8.6901 0.3 0.1 -0.5 -0.07
H 5.8040 7.1253 7.9862 -0.4 -0.4 0.0 0.15
H 4.3263 6.5275 9.1839 0.0 0.3 0.9 0.15
H 4.1506 7.0173 10.8523 0.2 0.1 -0.4 0.21
H 5.5359 8.9127 11.5530 -0.2 -0.3 -0.8 0.13
```
Positions in Å, forces in eV/Å.

## Properties
net charge: -1
multiplicity: 4
F_max: 4.24 eV/A
<S²>: 4.05
ΔE to the lowest compared entry with this formula, charge and spin: 2.3755 eV
E_HOMO (spin up / spin down): -3.06 / -1.30 eV
molar mass: 577.70 g mol⁻¹

(2)
Below is the molecule C4H4N2O2, with properties calculated with the ωB97M-V functional and the def2-TZVPD basis.

The geometry in XYZ format:
```
12
Properties=species:S:1:pos:R:3:forces:R:3:mulliken_charge:R:1
C -1.1926 -1.4055 0.4022 0.0 -0.6 0.1 -0.40
N -1.0192 0.0609 0.5892 -0.5 0.3 0.4 -0.15
C 0.1463 0.8297 0.6478 0.5 0.3 -0.1 0.55
C -1.8471 -0.3753 -0.3946 0.0 -0.2 0.2 0.56
C 2.0959 0.7542 -0.6058 0.2 0.1 -0.3 -0.20
N 1.2243 0.1555 0.0705 0.3 -0.7 0.4 -0.36
O 0.2178 1.8768 1.2205 -0.1 0.2 -0.1 -0.48
O -2.5320 -0.0277 -1.2923 -0.2 0.3 -0.5 -0.50
H -0.3804 -1.9724 -0.0380 0.0 0.1 -0.1 0.25
H -1.6967 -1.8812 1.2327 0.0 0.0 0.0 0.23
H 2.9556 0.1796 -0.9500 -0.1 0.1 0.0 0.26
H 2.0281 1.8054 -0.8822 0.0 0.1 0.1 0.24
```
Positions in Å, forces in eV/Å.

## Properties
F_max: 0.81 eV/A
SMILES: C=NC(=O)N1CC1=O
ΔE to the lowest compared entry with this formula, charge and spin: 3.0052 eV
E_HOMO: -10.10 eV
molar mass: 112.09 g mol⁻¹